Entry 1:
44
Properties=species:S:1:pos:R:3 method="wB97M-V/def2-TZVPD" gap_ha="0.2031 / 0.2030" spin_multiplicity=2 homo_energy_ev="-5.5 / -5.5" e_above_lowest_ev=1.174 charge=-1 e_tot_ha=-5761.87312
Ce 0.2765 1.2866 -0.5965
O 1.5220 3.7566 2.4942
C 0.8948 3.3835 1.5492
O 1.5095 2.6222 0.5817
C -0.6530 3.4976 1.4552
O -1.2155 4.3515 2.0886
O -1.2329 2.6536 0.6021
Se -1.7435 -5.3213 3.8912
N -1.8098 -4.9650 2.0576
C -0.9909 -3.9714 1.8666
C -1.0621 -3.1448 0.6800
C -2.0705 -3.2477 -0.2579
C -2.2691 -2.2964 -1.2369
C -1.3714 -1.2312 -1.3517
N -0.4795 -0.9940 -0.3360
C -0.3428 -1.8959 0.7204
C 0.4785 -1.5193 1.8638
N 1.1675 -0.3025 1.7280
C 2.1176 -0.0206 2.6246
C 2.1995 -0.6558 3.8969
C 1.3836 -1.7346 4.0799
C 0.6406 -2.3249 2.9814
C -0.1292 -3.5394 3.0477
N -0.3913 -4.0944 4.1689
H -2.7233 -4.1276 -0.2191
H -2.9686 -2.4581 -2.0221
H -1.3944 -0.6303 -2.2453
H 2.8652 0.7897 2.3580
H 2.9603 -0.3404 4.5392
H 1.3929 -2.2712 5.0091
S 5.1616 -2.7357 -2.3943
Sb 3.6116 -1.6574 -1.0482
S 1.7893 -0.7578 -2.5168
S 2.9005 0.8464 -2.0531
N -1.5092 2.1759 -4.7216
C -1.0554 2.5107 -3.5412
O -0.7810 1.5573 -2.6999
C -0.7734 3.9210 -3.2825
C 0.3572 4.3317 -2.5570
N 1.3924 4.7160 -2.1287
C -1.6682 4.7064 -4.0334
N -2.4551 5.1610 -4.7736
H -1.9195 2.7925 -5.3913
H -1.6113 1.1774 -4.8770

Entry 2:
43
Properties=species:S:1:pos:R:3 method="wB97M-V/def2-TZVPD" gap_ha=0.2293 homo_energy_ev=-2.6 e_above_lowest_ev=0.000 charge=-2 e_tot_ha=-5816.90847
Ti 0.4470 0.5662 0.4506
Cl 5.2358 -2.7582 3.8756
C 3.8480 -2.3938 2.9096
C 3.0299 -3.4150 2.4506
Cl 3.3927 -5.0607 2.8438
C 1.9053 -3.1202 1.6698
Cl 0.8576 -4.3679 1.0950
C 1.6044 -1.8038 1.3454
O 0.5844 -1.4050 0.6345
C 2.4538 -0.7608 1.8060
O 2.0693 0.4385 1.4463
C 3.5575 -1.0598 2.5909
Cl 4.5518 0.2352 3.1452
S 0.6781 2.6459 -1.2179
C 1.3050 2.2185 -2.7615
C 1.2024 3.1474 -3.8296
N 1.0966 3.9186 -4.6805
C 1.8312 0.9837 -2.9375
S 1.8632 -0.1087 -1.5949
C 2.3214 0.5348 -4.1871
N 2.7066 0.1624 -5.2091
S -0.9922 0.2747 2.4772
C -0.7063 1.9280 2.8394
S 0.0334 2.7477 1.5259
C -1.0480 2.5282 4.0434
C -1.6873 1.8099 5.0831
N -2.2268 1.2587 5.9423
C -0.8413 3.9088 4.2804
N -0.6675 5.0266 4.5109
O -1.1866 0.3237 -0.6274
S -1.2192 0.1642 -2.1339
C -1.7384 -1.5628 -2.2841
C -3.1935 -1.5559 -1.8409
C -3.8409 -0.3983 -2.5988
C -2.9011 0.8013 -2.4621
H -1.0463 -2.1211 -1.6539
H -1.6195 -1.8701 -3.3260
H -3.2363 -1.3826 -0.7644
H -3.6755 -2.5101 -2.0567
H -4.8382 -0.1575 -2.2296
H -3.9373 -0.6713 -3.6534
H -3.1006 1.4097 -1.5805
H -2.8724 1.4510 -3.3358

Entry 3:
39
Properties=species:S:1:pos:R:3 method="wB97M-V/def2-TZVPD" gap_ha="0.3145 / 0.1973" spin_multiplicity=5 homo_energy_ev="-9.1 / -9.1" charge=0 e_tot_ha=-7186.26403
Co 0.1997 0.2007 0.7205
Cl 1.7557 -1.7762 -0.0546
C 0.0797 -2.3458 -0.2116
C -0.8659 -1.3754 0.0493
C -2.1875 -1.7832 -0.0553
Cl -3.4329 -0.6116 0.2585
C -2.5378 -3.0858 -0.3956
Cl -4.1872 -3.5520 -0.5100
C -1.5329 -4.0240 -0.6472
Cl -1.9434 -5.6350 -1.0723
C -0.1884 -3.6594 -0.5578
Cl 1.0640 -4.7892 -0.8618
O 0.3870 -0.8460 2.7546
C 0.1803 0.3006 3.1752
O 0.0636 1.2805 2.3475
C 0.0620 0.5878 4.6323
C -0.1003 1.8904 5.0956
C -0.2040 2.1431 6.4545
C -0.1483 1.0959 7.3624
C 0.0128 -0.1917 6.8735
C 0.1207 -0.4741 5.5263
N 0.0733 -1.3098 7.8327
O 0.1483 -2.4321 7.3766
O -0.0174 -1.0383 9.0135
H -0.1406 2.6960 4.3772
H -0.3282 3.1553 6.8122
H -0.2254 1.2562 8.4266
H 0.2469 -1.4870 5.1758
Se 0.5093 1.7466 -1.2102
C 0.1911 3.4945 -0.6071
C -0.4349 3.7472 0.6128
C -0.6652 5.0684 0.9580
N -0.3167 6.0995 0.2022
C 0.2841 5.8517 -0.9529
C 0.5564 4.5749 -1.4138
H -0.7128 2.9427 1.2827
H -1.1576 5.3053 1.8932
H 0.5602 6.7153 -1.5453
H 1.0339 4.4249 -2.3712

Entry 4:
41
Properties=species:S:1:pos:R:3 method="wB97M-V/def2-TZVPD" gap_ha=0.2225 homo_energy_ev=-1.9 charge=-2 e_tot_ha=-11985.09143
Y 0.4658 -0.6930 -0.6933
C -0.9826 2.2636 4.5466
C -1.9249 1.2414 4.5279
C -2.0483 0.4283 3.4167
C -1.2256 0.6303 2.3015
C -0.2729 1.6467 2.3295
C -0.1623 2.4598 3.4454
N -1.2647 -0.1941 1.1519
N -2.2927 -0.9034 1.0573
C -2.3859 -1.7919 -0.0187
C -3.4060 -2.7479 0.1241
C -3.6174 -3.6730 -0.8741
C -2.8127 -3.6325 -2.0109
C -1.8050 -2.6858 -2.1294
C -1.5568 -1.7053 -1.1596
H -0.8841 2.8917 5.4246
H -2.5569 1.0663 5.3909
H -2.7659 -0.3777 3.3897
H 0.3726 1.7797 1.4663
H 0.5804 3.2480 3.4575
H -3.9858 -2.7565 1.0410
H -4.3955 -4.4214 -0.7749
H -2.9732 -4.3547 -2.8059
H -1.1812 -2.7135 -3.0184
Br 4.9528 4.5057 -2.0666
C 3.6483 3.1541 -2.3131
C 3.4540 2.5803 -3.5572
Br 4.4786 3.1499 -5.0455
C 2.4835 1.5764 -3.7095
Br 2.1452 0.7954 -5.4028
C 1.7079 1.1036 -2.6503
O 0.8008 0.1840 -2.7719
C 1.8925 1.7343 -1.3576
O 1.1043 1.3864 -0.3776
C 2.8576 2.7288 -1.2362
Br 3.0187 3.5161 0.4796
O 2.7291 -1.2405 -0.7456
S 2.1689 -2.3354 0.1083
O 1.0994 -2.9634 -0.7392
O 1.3960 -1.6118 1.1838
O 3.1441 -3.2690 0.6155

Entry 5:
36
Properties=species:S:1:pos:R:3 method="wB97M-V/def2-TZVPD" gap_ha=0.1770 homo_energy_ev=-3.4 e_above_lowest_ev=1.665 charge=-1 e_tot_ha=-1703.88632
C -0.2714 1.2895 -1.3589
C -1.1432 2.3600 -1.5862
N -2.0705 3.0856 -1.6852
C 1.0636 1.1456 -1.8811
C 1.7476 -0.1192 -1.7509
C 2.8304 -0.5151 -2.5023
C 3.2657 0.3221 -3.5236
C 4.3310 -0.1131 -4.3548
N 5.2204 -0.3503 -5.0926
C 2.8349 1.6743 -3.4773
C 1.7784 2.1062 -2.6742
H -0.7313 0.3205 -1.1938
H 1.3343 -0.9079 -1.1403
H 3.2566 -1.5168 -2.4179
H 3.2870 2.3909 -4.1597
H 1.4724 3.1623 -2.7486
F -2.2560 1.4358 6.4074
C -1.8701 0.7299 5.3039
F -0.7263 0.0740 5.6343
F -2.8142 -0.2303 5.1076
S -1.6391 1.9636 3.8798
N -1.5298 0.8310 2.5703
C -2.6735 0.1122 2.0658
O -3.8358 0.3377 2.3439
C -2.0189 -0.8983 1.2261
C -0.6506 -0.6309 1.1470
C 0.2053 -1.4913 0.5167
C -0.3077 -2.7189 0.0592
C -1.7097 -2.9641 0.1051
C -2.6073 -2.0548 0.7195
C -0.3040 0.6201 1.8709
O 0.6832 1.3513 1.9300
H 1.2210 -1.1588 0.3540
H 0.3888 -3.5405 -0.1817
H -2.0787 -3.8641 -0.4209
H -3.6824 -2.2380 0.9086

Entry 6:
42
Properties=species:S:1:pos:R:3 method="wB97M-V/def2-TZVPD" gap_ha="0.2686 / 0.2197" spin_multiplicity=8 homo_energy_ev="-12.0 / -12.0" e_above_lowest_ev=0.364 charge=+1 e_tot_ha=-4190.71877
Gd 0.4261 1.0282 -1.1414
O -3.0950 -4.8819 1.9989
N -3.0101 -3.9228 2.7294
O -3.5035 -3.8218 3.8246
C -2.2217 -2.7813 2.2758
C -1.7088 -1.9794 3.2548
C -0.9042 -0.8595 2.9447
C -0.3261 -0.0513 3.9442
C 0.4404 1.0257 3.5738
C 0.6238 1.2894 2.2138
N 0.1053 0.5348 1.2501
C -0.6537 -0.5334 1.5912
C -1.2230 -1.3589 0.5472
N -0.9884 -0.9980 -0.7420
C -1.5191 -1.7363 -1.7173
C -2.2893 -2.8697 -1.4751
C -2.5291 -3.2591 -0.1757
C -1.9983 -2.4997 0.8866
H -1.9193 -2.2089 4.2899
H -0.4936 -0.2968 4.9824
H 0.9023 1.6621 4.3100
H 1.2184 2.1423 1.8893
H -1.3198 -1.4065 -2.7362
H -2.6934 -3.4334 -2.3014
H -3.1142 -4.1422 0.0321
Cl 1.1952 0.7349 -4.0169
C 2.7645 0.7687 -3.2353
C 2.6863 0.8542 -1.8413
C 3.9162 0.8633 -1.1820
Cl 3.7900 0.9708 0.5400
C 5.1459 0.7887 -1.8287
Cl 6.6149 0.7770 -0.9493
C 5.1592 0.7274 -3.2285
Cl 6.6514 0.6692 -4.0624
C 3.9548 0.7133 -3.9483
Cl 3.9717 0.6368 -5.6587
B -2.6646 4.8827 -1.1115
C -1.7443 3.6873 -1.2051
N -1.0090 2.7691 -1.2309
H -3.6794 4.5164 -0.6060
H -2.0691 5.6970 -0.4768
H -2.8904 5.2999 -2.2061